Molecular formula: C32H87F3N2NbO12P4S
Method: DFT, wB97M-V/def2-TZVPD

Calculated values
* highest occupied orbital energy: -5.35 eV
* net charge: -1
* DFT total energy: -4403.98702 hartree
* HOMO-LUMO gap: 6.48 eV
* multiplicity: 1

Last column: Mulliken charge in e.
Atoms and positions in Å:
C (-2.41083, 4.70821, -1.90276)  -1.140
C (-3.86154, 4.24803, -2.01473)  -0.414
C (-3.95086, 2.72272, -1.99186)  -0.551
C (-3.22725, 2.20551, -0.74789)  0.384
C (-3.65150, 0.83649, -0.21880)  -0.850
C (-2.51529, 0.11931, 0.52840)  -0.559
Nb (-2.69034, -0.91783, 2.45339)  -1.057
P (-3.47355, -1.30033, 4.94538)  0.284
N (-2.48601, -2.44620, 5.47663)  -0.451
P (-5.04112, -1.70834, 1.73764)  0.659
N (-5.46663, -3.03570, 2.54315)  -0.735
P (-1.65915, -3.00764, 1.80334)  0.864
C (-0.15489, -3.18359, 0.78726)  -0.393
C (0.15023, -4.56567, 0.20044)  -1.157
C (-1.98597, -4.58042, 2.64964)  0.252
C (-0.78572, -5.32824, 3.24479)  -1.146
P (-3.60027, 1.45781, 3.08219)  1.054
O (-5.04281, 1.55942, 2.74459)  -0.662
O (-3.34387, 1.84065, 4.64099)  -0.555
O (-2.78477, 2.72084, 2.41510)  -0.320
S (-0.36413, 0.18803, 3.14104)  0.670
O (-0.46335, 1.39788, 3.96066)  -0.645
O (0.43121, 0.25277, 1.90895)  -0.558
C (0.80294, -0.83187, 4.23613)  0.170
F (0.46195, -0.76912, 5.52029)  -0.210
F (2.04995, -0.37151, 4.09843)  -0.225
F (0.80366, -2.13672, 3.87759)  -0.211
H (-2.28825, 5.77384, -2.10196)  0.471
H (-1.77828, 4.16229, -2.60404)  0.321
H (-2.01948, 4.52961, -0.90318)  0.165
H (-4.30572, 4.66729, -2.92268)  0.432
H (-4.43725, 4.60372, -1.15714)  0.078
H (-3.51543, 2.29902, -2.89892)  0.250
H (-4.99631, 2.40528, -1.95608)  0.349
H (-3.37618, 2.92875, 0.05511)  -0.096
H (-2.15148, 2.18028, -0.95275)  -0.096
H (-4.51400, 0.97720, 0.43611)  0.342
H (-3.99214, 0.20919, -1.04881)  0.364
H (-2.16623, -0.74934, -0.05134)  0.521
H (-1.65102, 0.78682, 0.61283)  0.405
H (-3.54724, -0.17545, 5.77435)  0.005
H (-4.82822, -1.68071, 5.00951)  0.025
H (-1.73915, -2.70039, 4.83764)  0.015
H (-6.04273, -0.72584, 1.72145)  -0.022
H (-4.97095, -1.94899, 0.34552)  -0.064
H (-4.78654, -3.27903, 3.25620)  -0.016
H (0.66878, -2.78256, 1.37922)  0.372
H (-0.28695, -2.44745, -0.00989)  0.445
H (-0.65231, -5.28402, 0.36617)  0.260
H (1.05689, -4.98420, 0.63005)  0.222
H (0.29737, -4.50199, -0.87617)  0.401
H (-2.65666, -4.30553, 3.46257)  -0.540
H (-2.57368, -5.21238, 1.98337)  0.616
H (-1.02392, -5.61843, 4.26715)  0.269
H (-0.54217, -6.23420, 2.69238)  0.374
H (0.12057, -4.72272, 3.28389)  0.233
H (-2.67019, 2.52464, 4.72719)  0.284
H (-1.87473, 2.49258, 2.18802)  0.179
C (5.65592, -6.51914, 0.01632)  -1.351
C (4.47025, -5.75648, 0.58577)  0.472
C (4.51456, -5.68241, 2.10337)  -1.158
O (3.23836, -6.31895, 0.13896)  -0.515
H (5.65018, -7.54792, 0.38860)  0.356
H (5.60565, -6.54665, -1.07175)  0.315
H (6.59969, -6.05911, 0.31169)  0.374
H (4.46020, -4.74441, 0.17594)  0.263
H (4.47987, -6.69075, 2.52676)  0.335
H (3.66273, -5.12022, 2.48453)  0.219
H (5.43001, -5.20157, 2.44999)  0.372
H (3.17881, -7.22114, 0.47403)  0.323
C (2.99529, 3.29763, -1.72671)  -1.018
C (1.92096, 4.11374, -1.02680)  0.281
C (1.88724, 3.83762, 0.46942)  -1.144
O (0.63904, 3.88640, -1.60625)  -0.411
H (2.79123, 2.23056, -1.59559)  0.298
H (3.01213, 3.51301, -2.79485)  0.337
H (3.98768, 3.50173, -1.32403)  0.236
H (2.10460, 5.17756, -1.19661)  0.250
H (1.65772, 2.78411, 0.65431)  0.148
H (1.11804, 4.44082, 0.95121)  0.332
H (2.84869, 4.05931, 0.93582)  0.408
H (0.41614, 2.95674, -1.47439)  0.262
C (-3.85961, 7.13862, 1.57378)  -1.216
C (-5.11704, 6.29160, 1.71937)  0.451
C (-5.69233, 6.36902, 3.12643)  -1.381
O (-4.87319, 4.94945, 1.34239)  -0.275
H (-3.08719, 6.77136, 2.25551)  0.275
H (-3.47518, 7.07238, 0.55578)  0.226
H (-4.05226, 8.18682, 1.81107)  0.427
H (-5.86756, 6.63939, 1.00407)  0.304
H (-4.96386, 5.98299, 3.84473)  0.310
H (-6.59373, 5.76188, 3.19910)  0.327
H (-5.93289, 7.39749, 3.40341)  0.414
H (-4.21360, 4.56025, 1.93310)  0.119
C (-5.28479, -7.28760, 6.09842)  -1.401
C (-4.06496, -6.37890, 6.08702)  0.378
C (-4.12779, -5.31457, 7.17178)  -1.219
O (-3.88680, -5.77345, 4.81301)  -0.357
H (-6.18693, -6.69641, 5.91912)  0.359
H (-5.20898, -8.04192, 5.31508)  0.312
H (-5.39286, -7.78966, 7.06146)  0.407
H (-3.16376, -6.98361, 6.22138)  0.271
H (-5.00589, -4.68168, 7.01321)  0.300
H (-3.24942, -4.67200, 7.12554)  0.270
H (-4.20542, -5.76386, 8.16425)  0.418
H (-4.64105, -5.19584, 4.63776)  0.246
C (8.51940, 1.79145, -3.22757)  -1.089
C (7.41555, 2.58198, -2.54603)  0.458
C (7.38729, 2.34257, -1.04446)  -1.295
O (6.14492, 2.29762, -3.12848)  -0.513
H (8.35653, 0.71969, -3.07579)  0.343
H (8.53374, 1.98653, -4.29870)  0.134
H (9.50213, 2.04243, -2.82805)  0.348
H (7.56147, 3.64721, -2.73884)  0.241
H (7.19711, 1.28508, -0.83951)  0.342
H (6.59642, 2.92783, -0.57648)  0.290
H (8.33906, 2.60943, -0.58310)  0.387
H (5.95377, 1.36367, -2.98360)  0.335
C (-3.85063, 2.11315, -6.76278)  -1.288
C (-4.79071, 1.12049, -6.09515)  0.418
C (-5.98729, 0.79210, -6.97534)  -1.341
O (-5.20254, 1.59131, -4.81914)  -0.449
H (-4.37680, 3.05395, -6.95026)  0.335
H (-2.99801, 2.32179, -6.11747)  0.311
H (-3.48391, 1.73426, -7.71805)  0.396
H (-4.24491, 0.20091, -5.87244)  0.249
H (-6.56507, 1.70058, -7.16993)  0.357
H (-6.63690, 0.07161, -6.47950)  0.314
H (-5.67349, 0.37914, -7.93522)  0.384
H (-5.68904, 2.41549, -4.93673)  0.307
C (11.79992, 0.09796, -7.34013)  -1.375
C (10.61745, 0.71745, -6.61262)  0.495
C (9.65811, 1.40668, -7.56954)  -1.221
O (11.05551, 1.61442, -5.59431)  -0.506
H (12.36713, 0.87641, -7.85889)  0.354
H (12.46449, -0.39957, -6.63462)  0.319
H (11.47006, -0.62973, -8.08245)  0.373
H (10.08258, -0.06063, -6.06374)  0.277
H (10.17300, 2.21754, -8.09332)  0.326
H (8.81359, 1.83002, -7.02689)  0.289
H (9.27689, 0.71060, -8.31750)  0.369
H (11.53876, 2.33457, -6.01559)  0.319